Molecular formula: C13H21N5SV
Method: DFT, wB97M-V/def2-TZVPD

As for the spin multiplicity: 2. As for the total energy: -57781.3305 eV. The calculation puts the HOMO energy (spin up / spin down) at -14.632 / -14.262 eV. As for the total charge: +2. The HOMO-LUMO gap (spin up / spin down) comes out at 8.151 / 7.766 eV.

Geometry as XYZ:
```
41
Properties=species:S:1:pos:R:3:forces:R:3
V 0.444 -0.119 -0.779 -0.1080 -0.0353 -0.1601
C 2.387 2.220 -0.641 -0.1225 0.0591 0.0213
C 3.113 1.062 -1.307 -0.0438 -0.1213 -0.0064
N 2.625 -0.236 -0.749 -0.0107 0.0105 0.1626
C 3.057 -0.455 0.672 0.1005 0.0523 -0.1528
C 1.930 -0.957 1.564 -0.1894 0.0377 -0.0289
N 0.682 -0.168 1.344 0.0773 0.1121 0.0947
C 0.777 1.247 1.827 0.0341 -0.1525 0.0372
C 0.325 2.255 0.773 0.1052 0.0030 -0.1714
N 0.918 1.956 -0.571 0.0078 0.0000 0.1398
H 2.754 2.383 0.370 0.0363 -0.0081 -0.0080
H 2.576 3.145 -1.185 0.0491 -0.0205 -0.0276
H 2.908 1.043 -2.379 -0.0078 0.0431 -0.0034
H 4.192 1.167 -1.183 0.0033 0.0160 0.0178
H 3.027 -0.978 -1.316 0.0150 -0.0075 -0.0009
H 3.889 -1.157 0.703 -0.0207 -0.0271 0.0469
H 3.444 0.490 1.047 0.0170 -0.0106 0.0413
H 1.689 -1.999 1.346 0.0355 -0.0033 -0.0195
H 2.238 -0.903 2.610 0.0604 -0.0157 -0.0104
H -0.074 -0.640 1.830 0.0079 0.0064 0.0381
H 0.180 1.371 2.730 -0.0188 0.0642 -0.0161
H 1.809 1.435 2.116 -0.0046 0.0325 0.0134
H -0.760 2.245 0.654 -0.0046 -0.0563 0.0027
H 0.612 3.260 1.091 -0.0595 0.0058 0.0535
H 0.438 2.558 -1.232 0.0298 0.0338 -0.0100
N -2.184 1.937 -1.987 -0.0798 -0.1088 -0.0080
C -2.532 0.726 -1.441 0.2615 0.2112 -0.0633
N -1.628 -0.166 -1.095 -0.2600 -0.2331 0.0014
C -2.259 -1.311 -0.564 0.2598 0.1928 -0.1298
C -1.598 -2.458 -0.138 -0.0372 -0.0574 0.0284
C -2.349 -3.489 0.394 -0.0583 -0.0029 0.0119
C -3.740 -3.380 0.495 0.0503 -0.0258 0.0085
C -4.404 -2.247 0.064 0.0509 0.0327 -0.0350
C -3.641 -1.214 -0.472 -0.0995 -0.1433 0.1018
S -4.165 0.304 -1.140 -0.1441 0.0412 0.0549
H -1.556 1.872 -2.776 0.0601 0.0183 0.0040
H -2.954 2.561 -2.188 -0.0052 0.0022 -0.0008
H -0.520 -2.583 -0.247 0.0155 0.0493 -0.0338
H -1.861 -4.397 0.721 -0.0070 -0.0035 0.0014
H -4.308 -4.203 0.905 0.0044 0.0013 0.0065
H -5.481 -2.175 0.133 -0.0003 0.0077 -0.0024
```
Positions in Å, forces in eV/Å.